Entry 1:
This record from OMol25 describes C2H3ClF2O in the gas phase at a distorted geometry. The level of theory is ωB97M-V/def2-TZVPD.

```
9
C2H3ClF2O ωB97M-V/def2-TZVPD
C 1.14071 -0.45320 0.41705
C -1.16803 0.30935 -0.46379
O 0.19319 -0.62204 -0.56713
F -1.87851 -0.00308 0.55930
F -1.85457 0.06470 -1.55053
Cl -0.65553 2.04707 -0.44722
H 0.76086 0.29242 1.21443
H 2.13025 -0.14895 -0.02254
H 1.33164 -1.48627 0.86044
```

The HOMO energy is -0.3874 Ha. The value obtained for the HOMO-LUMO gap is 0.414 Eh. The total energy is -22126.167 eV. As for the LUMO energy: 0.7191 eV. The total charge is 0. The calculation puts the energy relative to the best compared isomer or geometry (same formula, charge and spin) at 27.39 kcal/mol. Its SMILES is COC(F)(F)Cl.

---

Entry 2:
This record from OMol25 describes C2H3ClF2S in the gas phase at a distorted geometry. The level of theory is ωB97M-V/def2-TZVPD.

```
9
C2H3ClF2S ωB97M-V/def2-TZVPD
C 0.13572 0.13127 -0.30574
C 0.62677 -1.04311 -1.27393
F 0.72303 -2.27414 -0.65836
F -0.13565 -1.17505 -2.34670
S -0.96183 -0.54834 1.00051
Cl 2.34595 -0.65592 -1.61806
H 0.94355 0.63011 0.21101
H -0.47353 0.68836 -0.88525
H 0.02721 -0.93916 1.78806
```

The HOMO energy is -0.3562 Ha. The value obtained for the HOMO-LUMO gap is 0.383 Eh. The total energy is -30914.959 eV. As for the LUMO energy: 0.7224 eV. The total charge is 0. The calculation puts the energy relative to the best compared isomer or geometry (same formula, charge and spin) at 6.30 kcal/mol. Its SMILES is FC(F)(Cl)CS.

---

Entry 3:
This record from OMol25 describes 2 unconnected molecules or ions with the total composition C2H3ClFI at a distorted geometry. The level of theory is ωB97M-V/def2-TZVPD.

```
8
C2H3ClFI ωB97M-V/def2-TZVPD
C -0.34803 -0.20295 0.74530
C 0.72695 0.34746 -0.15862
F 0.88718 1.65682 -0.10309
Cl 2.13546 -0.56082 -0.38212
I -2.13653 -0.76639 -0.37362
H -0.15824 -1.21598 1.30921
H -0.72416 0.60870 1.47107
H -0.38262 0.13316 -2.50812
```

The HOMO energy (spin up / spin down) is -0.3110 / -0.3379 Ha. The value obtained for the HOMO-LUMO gap (spin up / spin down) is 0.285 / 0.313 Eh. The total energy is -25458.465 eV. As for the LUMO energy (spin up / spin down): -0.6980 / -0.6794 eV. The total charge is 0. The calculation puts the energy relative to the best compared isomer or geometry (same formula, charge and spin) at 95.71 kcal/mol.

---

Entry 4:
This record from OMol25 describes C2H3ClFNO in the gas phase at a distorted geometry. The level of theory is ωB97M-V/def2-TZVPD.

```
9
C2H3ClFNO ωB97M-V/def2-TZVPD
C 2.33346 -0.98187 0.74884
C 0.13445 -0.08337 -0.19624
N 1.34921 -0.84446 -0.32772
O 2.11771 -0.75341 1.89252
F 3.44754 -1.50723 0.26289
Cl 2.11512 -0.39481 -1.75694
H 0.05697 0.50708 -1.11055
H -0.66425 -0.73223 -0.18087
H 0.08470 0.48377 0.81754
```

The HOMO energy is -0.3660 Ha. The value obtained for the HOMO-LUMO gap is 0.391 Eh. The total energy is -20898.845 eV. As for the LUMO energy: 0.6914 eV. The total charge is 0. The calculation puts the energy relative to the best compared isomer or geometry (same formula, charge and spin) at 34.01 kcal/mol. Its SMILES is CN(Cl)C(=O)F.

---

Entry 5:
This record from OMol25 describes C2H3ClFNO in the gas phase at a distorted geometry. The level of theory is ωB97M-V/def2-TZVPD.

```
9
C2H3ClFNO ωB97M-V/def2-TZVPD
C 0.04629 0.73271 -0.47190
C 0.00845 -0.71527 -0.15228
H -2.01188 2.69325 -0.87410
H 0.84780 1.30297 -0.83555
H -1.15021 -0.88375 -0.28459
N -1.04346 1.35583 -0.28559
O -0.95435 2.49451 -0.58423
F 0.45993 -1.26225 -1.29869
Cl 0.75208 -1.25317 1.41768
```

The HOMO energy is -0.3584 Ha. The value obtained for the HOMO-LUMO gap is 0.374 Eh. The total energy is -20895.970 eV. As for the LUMO energy: 0.4291 eV. The total charge is 0. The calculation puts the energy relative to the best compared isomer or geometry (same formula, charge and spin) at 100.30 kcal/mol. Its SMILES is O/N=C/[C@@H](F)Cl.

---

Entry 6:
This record from OMol25 describes a molecular structure, C2H3ClIN at a distorted geometry. The level of theory is ωB97M-V/def2-TZVPD.

```
8
C2H3ClIN ωB97M-V/def2-TZVPD
C 1.10978 -0.61476 -0.05018
C -1.10160 0.29510 0.13243
N -0.10650 -0.72806 0.09310
Cl 2.01610 -1.94643 -0.06665
I 2.18523 1.27148 -0.27608
H -2.09886 -0.08496 -0.06603
H -0.79586 0.97759 -0.81863
H -1.20828 0.83003 1.05204
```

The HOMO energy is -0.3612 Ha. The value obtained for the HOMO-LUMO gap is 0.366 Eh. The total energy is -24234.606 eV. As for the LUMO energy: 0.1326 eV. The total charge is 0. The calculation puts the energy relative to the best compared isomer or geometry (same formula, charge and spin) at 7.65 kcal/mol.

---

Entry 7:
This record from OMol25 describes 2 unconnected molecules or ions with the total composition C2H3ClINO2 at a distorted geometry. The level of theory is ωB97M-V/def2-TZVPD.

```
10
C2H3ClINO2 ωB97M-V/def2-TZVPD
C -0.08740 -0.34035 -0.69616
C -1.01430 0.33457 0.15997
N 1.60330 -0.20399 0.46235
O 1.54145 0.59612 1.35231
O 2.43451 -0.92266 0.08385
Cl -1.03211 2.07577 -0.18946
I -2.91759 -0.69440 0.13535
H -0.21027 -1.30843 -0.92193
H 0.42970 0.28981 -1.53428
H -0.74729 0.17357 1.14801
```

The HOMO energy (spin up / spin down) is -0.2479 / -0.3354 Ha. The value obtained for the HOMO-LUMO gap (spin up / spin down) is 0.248 / 0.188 Eh. The total energy is -28322.817 eV. Its spin multiplicity is 3. As for the LUMO energy (spin up / spin down): 0.0150 / -4.0102 eV. The total charge is 0.

---

Entry 8:
This record from OMol25 describes 2 unconnected molecules or ions with the total composition C2H3ClN at a distorted geometry. The level of theory is ωB97M-V/def2-TZVPD.

```
7
C2H3ClN ωB97M-V/def2-TZVPD
C -0.37716 -0.12622 0.68479
C 0.27864 -0.94431 -0.20256
N -0.14403 1.82439 -0.07454
Cl -1.03729 2.83468 0.68421
H 1.24401 -0.42508 -0.19735
H -0.01068 -1.23406 -1.27896
H 0.04652 -1.92940 0.38442
```

The HOMO energy (spin up / spin down) is -0.5581 / -0.5570 Ha. The value obtained for the HOMO-LUMO gap (spin up / spin down) is 0.280 / 0.274 Eh. The total energy is -16118.258 eV. As for the LUMO energy (spin up / spin down): -7.5680 / -7.6981 eV. The total charge is +1. The calculation puts the energy relative to the best compared isomer or geometry (same formula, charge and spin) at 162.94 kcal/mol.

---

Entry 9:
This record from OMol25 describes 2 unconnected molecules or ions with the total composition C2H3ClN2 at a distorted geometry. The level of theory is ωB97M-V/def2-TZVPD.

```
8
C2H3ClN2 ωB97M-V/def2-TZVPD
C -2.44461 0.29523 0.06055
C 0.12912 -0.00736 0.02518
N -2.83699 1.46031 -0.67446
N -2.91622 1.48682 0.57591
Cl -3.35772 -1.14170 0.00947
H -0.11876 0.35511 -0.92452
H 0.20685 -0.99184 -0.01417
H 0.51217 0.76581 0.64154
```

The HOMO energy (spin up / spin down) is -0.3406 / -0.3405 Ha. The value obtained for the HOMO-LUMO gap (spin up / spin down) is 0.318 / 0.333 Eh. The total energy is -17618.878 eV. As for the LUMO energy (spin up / spin down): -0.6135 / -0.2011 eV. The total charge is 0. The calculation puts the energy relative to the best compared isomer or geometry (same formula, charge and spin) at 150.60 kcal/mol.

---

Entry 10:
This record from OMol25 describes C2H3ClN2 in the gas phase at a distorted geometry. The level of theory is ωB97M-V/def2-TZVPD.

```
8
C2H3ClN2 ωB97M-V/def2-TZVPD
C -1.18398 0.87048 0.06358
C -0.02233 -0.14635 0.33155
N -1.99541 1.65460 -0.07729
N 1.12739 0.07470 -0.34033
Cl -0.93687 -1.78996 -0.08779
H -0.06896 -0.32591 1.49102
H 2.09304 -0.06843 -0.02796
H 0.98711 -0.26914 -1.35278
```

The HOMO energy is -0.3971 Ha. The value obtained for the HOMO-LUMO gap is 0.416 Eh. The total energy is -17623.972 eV. As for the LUMO energy: 0.5221 eV. The total charge is 0. The calculation puts the energy relative to the best compared isomer or geometry (same formula, charge and spin) at 33.14 kcal/mol. Its SMILES is N#C[C@H](N)Cl.

---

Please write out number 6 again, unchanged.
This record from OMol25 describes a molecular structure, C2H3ClIN at a distorted geometry. The level of theory is ωB97M-V/def2-TZVPD.

```
8
C2H3ClIN ωB97M-V/def2-TZVPD
C 1.10978 -0.61476 -0.05018
C -1.10160 0.29510 0.13243
N -0.10650 -0.72806 0.09310
Cl 2.01610 -1.94643 -0.06665
I 2.18523 1.27148 -0.27608
H -2.09886 -0.08496 -0.06603
H -0.79586 0.97759 -0.81863
H -1.20828 0.83003 1.05204
```

The HOMO energy is -0.3612 Ha. The value obtained for the HOMO-LUMO gap is 0.366 Eh. The total energy is -24234.606 eV. As for the LUMO energy: 0.1326 eV. The total charge is 0. The calculation puts the energy relative to the best compared isomer or geometry (same formula, charge and spin) at 7.65 kcal/mol.

---

total charge of number 10 (C2H3ClN2)? 0